Record 1
The following is a DFT calculation (wB97M-V/def2-TZVPD) of a cluster of 2 separate species, C4H12 in total.

Each line ends with the Mulliken charge.
Cartesian coordinates (Å):
C -1.1321 -0.9364 -0.3404  -0.06
C -1.0935 -2.2337 0.4144  -0.99
H -0.9391 -1.0049 -1.4101  0.32
H -2.1005 -0.4364 -0.2128  0.30
H -0.4286 -0.1818 -0.0011  -0.44
H -1.7122 -3.0177 -0.0259  0.31
H -1.3903 -2.2201 1.4677  0.29
H -0.0648 -2.6032 0.5257  0.30
C 0.8719 1.7396 0.6618  -0.99
C 1.3615 1.4341 -0.7537  -0.78
H 1.3974 2.4921 1.2523  0.33
H -0.1382 2.1578 0.5503  0.28
H 0.7546 0.9044 1.3384  0.31
H 1.2482 0.3992 -1.0561  0.29
H 2.4449 1.6060 -0.7914  0.30
H 0.9531 2.0934 -1.5144  0.24

Summary:
- F_max (Eh/bohr) = 0.0347
- energy above the lowest of the compared OMol25 structures with the same formula, charge and spin (kcal per mole) = 8.82
- LUMO energy (eV) = 1.16
- SMILES = CC.CC


Record 2
The following is a DFT calculation (wB97M-V/def2-TZVPD) of a cluster of 2 separate species, C4H12 in total.

Each line ends with the Mulliken charge.
Cartesian coordinates (Å):
C -1.8294 0.4998 -1.5545  -0.89
C -0.8643 0.9678 -0.4398  -0.67
H -1.7211 1.3492 -2.4520  0.24
H -1.5190 -0.4872 -2.2257  0.20
H -2.8001 0.2721 -1.2210  0.36
H -0.8093 0.2503 0.2879  0.11
H -0.9885 1.8226 0.1680  0.43
H 0.0451 1.0018 -1.0519  0.19
C 1.3125 -0.3903 1.7198  -0.71
C 1.4517 -1.0636 0.3777  -0.73
H 0.8304 -1.1509 2.3658  0.29
H 1.8948 0.4376 2.0697  0.37
H 0.2936 0.1185 1.6636  0.12
H 2.3395 -1.7317 0.2332  0.30
H 0.5131 -1.6280 0.0560  0.24
H 1.4983 -0.3359 -0.5132  0.16

Summary:
- F_max (Eh/bohr) = 0.0909
- energy above the lowest of the compared OMol25 structures with the same formula, charge and spin (kcal per mole) = 50.53
- LUMO energy (eV) = 1.08
- SMILES = CC.CC


Record 3
The following is a DFT calculation (wB97M-V/def2-TZVPD) of a cluster of 2 separate species, C4H12 in total.

Each line ends with the Mulliken charge.
Cartesian coordinates (Å):
C 0.9892 0.2041 2.2181  -0.83
C 0.1566 -1.0273 2.2787  -0.80
H 0.4922 1.1686 2.1142  0.27
H 1.5781 0.3657 3.1438  0.29
H 1.6250 0.1702 1.3364  0.25
H -0.0046 -1.4939 3.2670  0.31
H 0.6030 -1.7290 1.5501  0.23
H -0.8739 -1.0244 1.9017  0.28
C -0.9823 0.3530 -2.8765  -0.93
C -0.1875 0.5088 -1.5850  -0.81
H -1.6410 -0.4936 -2.7297  0.28
H -1.6417 1.1721 -3.1763  0.29
H -0.3584 0.1183 -3.7213  0.28
H -0.6370 0.7015 -0.6029  0.27
H 0.3133 -0.4797 -1.4432  0.25
H 0.7335 1.0750 -1.6001  0.35

Summary:
- F_max (Eh/bohr) = 0.0469
- energy above the lowest of the compared OMol25 structures with the same formula, charge and spin (kcal per mole) = 15.42
- LUMO energy (eV) = 1.11
- SMILES = CC.CC


| no. | total energy (Ha) |
| --- | --- |
| 1 | -159.5709 |
| 2 | -159.5044 |
| 3 | -159.5604 |